# C25H30N4O5

The molecule C25H30N4O5 (ωB97M-V with the def2-TZVPD basis set, the Open Molecules 2025 dataset).

Values from the calculation:
ΔE to the lowest compared entry with this formula, charge and spin = 36.4 kcal/mol
E_LUMO = 0.02469 Eh
Highest occupied orbital energy = -7.96 eV
SMILES = COc1cc2[nH]c(=O)n(CCC(=O)NC3CCN(Cc4ccccc4)CC3)c(=O)c2cc1OC
Frontier orbital gap = 8.63 eV
Molecular weight = 466.5 g/mol

```
! wB97M-V def2-TZVPD RIJCOSX def2/J DEFGRID3
* xyz 0 1
C -0.930 7.405 -0.974
O -0.211 7.073 0.189
C -0.156 5.779 0.573
C -0.778 4.731 -0.079
C -0.656 3.428 0.404
N -1.284 2.374 -0.216
C -1.175 1.069 0.173
O -1.764 0.185 -0.415
N -0.410 0.841 1.297
C -0.136 -0.548 1.631
C 1.194 -0.977 0.999
C 1.146 -0.713 -0.503
O 1.401 0.379 -0.979
N 0.812 -1.789 -1.230
C 0.586 -1.759 -2.660
C 1.037 -3.095 -3.257
C -0.047 -4.165 -3.040
N -0.904 -3.773 -1.935
C -1.669 -4.880 -1.388
C -0.757 -5.797 -0.617
C -0.065 -5.301 0.482
C 0.803 -6.110 1.192
C 0.988 -7.429 0.812
C 0.301 -7.932 -0.278
C -0.565 -7.119 -0.991
C -1.739 -2.644 -2.313
C -0.896 -1.543 -2.973
C 0.264 1.812 2.030
O 0.925 1.504 3.001
C 0.098 3.177 1.547
C 0.730 4.237 2.208
C 0.612 5.527 1.745
O 1.176 6.624 2.314
C 1.961 6.437 3.467
H -1.991 7.156 -0.876
H -0.518 6.905 -1.857
H -0.822 8.482 -1.088
H -1.362 4.900 -0.970
H -1.807 2.536 -1.066
H -0.963 -1.147 1.247
H -0.078 -0.625 2.719
H 1.380 -2.030 1.207
H 1.993 -0.374 1.433
H 0.435 -2.621 -0.794
H 1.180 -0.929 -3.056
H 1.232 -2.975 -4.323
H 1.969 -3.396 -2.777
H 0.418 -5.123 -2.797
H -0.638 -4.304 -3.962
H -2.415 -4.460 -0.706
H -2.206 -5.442 -2.172
H -0.221 -4.275 0.783
H 1.335 -5.713 2.044
H 1.666 -8.062 1.365
H 0.440 -8.961 -0.578
H -1.097 -7.517 -1.843
H -2.199 -2.247 -1.405
H -2.548 -2.957 -2.997
H -1.025 -1.548 -4.056
H -1.213 -0.576 -2.588
H 1.307 3.990 3.084
H 2.820 5.790 3.267
H 2.312 7.429 3.746
H 1.374 6.014 4.288
*
```

These are the Löwdin partial charges, in e, on atoms 1 to 2: number 1, C, carries -0.07; number 2, O, carries -0.05